[1]
DFT (the ωB97M-V functional and the def2-TZVPD basis) results for 2 unconnected molecules or ions with the total composition C6H16O at a distorted geometry.

Summary:
Total charge: +1
Orbital gap (alpha / beta), hartree: 0.441 / 0.160
HOMO energy (alpha / beta), Eh: -0.54532 / -0.54470
⟨S²⟩: 0.7527
LUMO (alpha / beta), eV: -2.8351 / -10.4679
Multiplicity: 2

Geometry (Å):
O1 -2.7432 1.9833 -1.6536
C1 2.1222 0.4304 -1.6095
C2 -1.3832 -1.4370 0.6058
C3 0.2504 -0.6519 2.4599
C4 -0.0472 -0.8752 1.0012
C5 0.6738 0.0938 -1.2831
C6 0.2895 0.4098 0.2081
H1 -0.4954 -0.1475 3.1281
H2 -1.2894 -1.9968 -0.3486
H3 -2.1593 -0.6388 0.3941
H4 -0.5624 1.1887 0.2302
H5 2.2119 0.9925 -2.4818
H6 0.4417 -0.9586 -1.3453
H7 1.1205 0.1464 2.3918
H8 2.5933 1.1225 -0.9014
H9 0.6559 -1.4829 2.9893
H10 0.8214 -1.5531 0.6122
H11 -1.9123 -2.0959 1.3699
H12 -2.7122 2.0027 -0.7567
H13 2.7564 -0.5254 -1.6895
H14 1.1070 0.9106 0.6881
H15 0.0975 0.7664 -1.8800
H16 -1.8368 2.3159 -2.1293

Atom charges from the Löwdin analysis, given in e for atoms 1 to 8:
1. O -0.065
2. C -0.052
3. C -0.020
4. C -0.010
5. C -0.373
6. C -0.162
7. C -0.093
8. H 0.122

***

[2]
DFT (the ωB97M-V functional and the def2-TZVPD basis) results for 2 unconnected molecules or ions with the total composition C6H16O2 at a distorted geometry.

Summary:
Total charge: 0
Orbital gap, hartree: 0.398
SMILES: CC[C@@H](C)CCO.O
HOMO energy, Eh: -0.36982
LUMO, eV: 0.7739
Multiplicity: 1

Geometry (Å):
O1 2.3512 1.5221 0.2976
O2 -1.5157 1.2896 3.2622
C1 -1.1969 -0.3213 -0.7024
C2 1.4436 1.6067 -0.8305
C3 0.3242 -0.6384 -0.4614
C4 0.6486 -2.0927 -0.7270
C5 -2.0195 -0.4278 0.5898
C6 1.1658 0.2681 -1.4043
H1 -1.4371 -1.1257 -1.3917
H2 -1.3563 2.2422 3.2020
H3 0.6337 0.3670 -2.3583
H4 -1.3440 -0.4745 1.4324
H5 2.6784 0.6195 0.4022
H6 -1.0549 1.0227 4.0670
H7 0.5009 1.9982 -0.4376
H8 2.0694 -0.2796 -1.6865
H9 -0.1562 -2.7247 -0.3342
H10 -2.6154 -1.3165 0.6665
H11 0.5733 -0.3295 0.5082
H12 1.9195 2.3454 -1.4607
H13 0.5988 -2.3199 -1.8021
H14 1.6533 -2.3626 -0.4024
H15 -2.6252 0.4631 0.7118
H16 -1.2396 0.6686 -1.1405

Atom charges from the Löwdin analysis, given in e for atoms 1 to 8:
1. O -0.089
2. O -0.058
3. C -0.198
4. C -0.243
5. C -0.388
6. C -0.077
7. C -0.093
8. C -0.192

***

[3]
DFT (the ωB97M-V functional and the def2-TZVPD basis) results for 2 unconnected molecules or ions with the total composition C6H16O2 at a distorted geometry.

Summary:
Total charge: 0
Orbital gap, hartree: 0.388
SMILES: CC[C@@H](C)CCO.O
HOMO energy, Eh: -0.35847
LUMO, eV: 0.8036
Multiplicity: 1

Geometry (Å):
O1 -2.8362 -0.2923 -2.8919
O2 3.0277 -1.3937 3.5466
C1 -1.5230 -0.5752 -0.8801
C2 -0.7123 -0.0911 1.3404
C3 0.4851 0.9992 -0.6882
C4 1.7677 1.3548 0.0682
C5 -0.1300 -0.2709 -0.1053
C6 -1.5130 -0.3969 -2.4042
H1 -1.6276 -0.7146 1.6915
H2 -0.9052 0.4685 -2.7317
H3 3.5693 -1.8345 4.0683
H4 -1.8249 -1.5093 -0.5174
H5 2.3262 0.5105 0.6023
H6 1.6388 2.1730 0.7442
H7 -0.0521 -0.2022 2.2437
H8 -0.1170 1.9030 -0.5455
H9 0.5319 -1.1045 -0.2300
H10 -3.2822 -1.1519 -2.7560
H11 -1.1466 0.9873 1.4042
H12 -2.2349 0.1597 -0.5330
H13 3.0126 -0.5404 3.9628
H14 -1.1945 -1.3047 -2.8898
H15 0.2824 1.0028 -1.8045
H16 2.4578 1.8234 -0.6946

Atom charges from the Löwdin analysis, given in e for atoms 1 to 8:
1. O -0.086
2. O 0.014
3. C -0.153
4. C -0.103
5. C -0.260
6. C -0.110
7. C -0.335
8. C -0.268

***

[4]
DFT (the ωB97M-V functional and the def2-TZVPD basis) results for a gas-phase ion, C6H16O2P (charge +1) at a distorted geometry.

Summary:
Total charge: +1
Orbital gap (alpha / beta), hartree: 0.279 / 0.270
HOMO energy (alpha / beta), Eh: -0.36492 / -0.54362
⟨S²⟩: 2.0064
LUMO (alpha / beta), eV: -2.3492 / -7.4363
Multiplicity: 3

Geometry (Å):
P1 -0.6215 0.5185 0.7354
O1 -1.1359 1.6986 -0.1336
O2 1.2547 0.3733 0.2100
C1 -1.4682 -1.2260 -1.2782
C2 -0.8795 1.1577 2.4646
C3 -1.4371 -1.0658 0.2442
C4 2.4753 -1.7276 -0.6128
C5 2.2666 -0.6252 0.4872
C6 -0.7835 2.5835 -1.3463
H1 2.0925 -1.0201 1.5240
H2 -1.6954 1.8873 2.3741
H3 -0.5642 -1.5159 -1.6888
H4 -1.1274 0.2184 3.1613
H5 -1.7294 2.9319 -1.7121
H6 -0.8400 -1.8507 0.8310
H7 1.6131 -2.4529 -0.6161
H8 0.0674 1.6637 2.7965
H9 -1.7159 -0.2588 -1.6212
H10 3.4983 -2.1508 -0.3943
H11 -0.2429 2.0699 -2.1021
H12 -2.2560 -1.9186 -1.6909
H13 -0.0429 3.3671 -1.0372
H14 3.2298 -0.0675 0.4947
H15 -2.5028 -1.2200 0.4836
H16 2.5446 -1.3699 -1.5731

Atom charges from the Löwdin analysis, given in e for atoms 1 to 8:
1. P 0.856
2. O -0.340
3. O -0.089
4. C -0.128
5. C -0.170
6. C -0.312
7. C -0.026
8. C -0.218

***

[5]
DFT (the ωB97M-V functional and the def2-TZVPD basis) results for 4 unconnected molecules or ions with the total composition C6H16O4 at a distorted geometry.

Summary:
Total charge: -1
Orbital gap (alpha / beta), hartree: 0.117 / 0.246
HOMO energy (alpha / beta), Eh: 0.00397 / -0.12602
⟨S²⟩: 0.7537
LUMO (alpha / beta), eV: 3.2863 / 3.2521
Multiplicity: 2

Geometry (Å):
O1 -1.8452 1.6084 2.8101
O2 0.8644 -2.1880 -2.2215
O3 -1.7128 -1.0936 2.1549
O4 1.0824 -2.8059 1.6917
C1 2.3242 1.7948 0.0919
C2 0.2263 1.2565 -1.2019
C3 1.0458 1.1165 -0.1729
C4 0.0290 -1.2672 -2.6058
C5 -1.1372 0.6220 -1.3569
C6 -1.0420 -0.8884 -1.6513
H1 2.9073 2.2828 -0.6805
H2 -2.2960 0.7515 2.7127
H3 2.0029 -2.4774 1.6192
H4 0.3233 -0.7101 -3.5039
H5 -1.7770 1.0324 -0.5745
H6 -1.3497 1.6860 2.0116
H7 0.7741 -2.9307 0.7602
H8 -1.5874 1.1450 -2.2253
H9 -0.9262 -1.5170 1.7829
H10 2.2834 2.5834 0.8717
H11 -0.8715 -1.3102 -0.6516
H12 -1.9928 -1.3303 -2.0115
H13 -1.5981 -0.9269 3.0757
H14 0.4325 2.0070 -1.9669
H15 3.0447 1.1263 0.5968
H16 0.7954 0.4331 0.6450

Atom charges from the Löwdin analysis, given in e for atoms 1 to 8:
1. O -0.070
2. O -0.268
3. O -0.057
4. O -0.101
5. C -0.142
6. C -0.147
7. C -0.196
8. C -0.461

***

[6]
DFT (the ωB97M-V functional and the def2-TZVPD basis) results for 2 unconnected molecules or ions with the total composition C6H16OS.

Summary:
Total charge: 0
Orbital gap, hartree: 0.342
SMILES: CCOCC.CSC
HOMO energy, Eh: -0.31183
LUMO, eV: 0.8204
Multiplicity: 1

Geometry (Å):
S1 3.1871 -1.9015 -3.8971
O1 -1.2266 0.6500 2.1372
C1 -0.2128 1.0582 3.0418
C2 -3.2289 1.1578 0.9595
C3 2.3966 -0.2880 -4.0126
C4 -2.1892 1.6714 1.9311
C5 1.7111 -2.8897 -3.6025
C6 0.7678 -0.0821 3.2055
H1 1.5719 0.2024 3.9048
H2 -3.7240 0.2600 1.3664
H3 1.1996 -2.5841 -2.6743
H4 2.0199 -3.9439 -3.5033
H5 -0.6678 1.3263 4.0147
H6 0.2556 -0.9746 3.6027
H7 1.8732 -0.0272 -3.0774
H8 0.2962 1.9592 2.6487
H9 3.1814 0.4645 -4.1982
H10 0.9979 -2.8093 -4.4401
H11 -2.7579 0.8943 -0.0025
H12 -1.6924 2.5761 1.5312
H13 1.6716 -0.2524 -4.8431
H14 -2.6564 1.9432 2.8972
H15 -3.9953 1.9296 0.7762
H16 1.2216 -0.3403 2.2339

Atom charges from the Löwdin analysis, given in e for atoms 1 to 8:
1. S 0.706
2. O -0.171
3. C -0.306
4. C -0.085
5. C -0.458
6. C -0.306
7. C -0.457
8. C -0.085

***

[7]
DFT (the ωB97M-V functional and the def2-TZVPD basis) results for 2 unconnected molecules or ions with the total composition C6H16Si at a distorted geometry.

Summary:
Total charge: 0
Orbital gap, hartree: 0.304
HOMO energy, Eh: -0.26758
LUMO, eV: 0.9934
Multiplicity: 1

Geometry (Å):
Si1 -1.1421 0.8128 1.1858
C1 -1.6134 2.2754 0.0978
C2 0.7503 -0.7379 -0.1345
C3 0.5370 -2.1977 0.2824
C4 0.5129 -0.3893 -1.5940
C5 1.5596 -0.9203 -2.4912
C6 -0.5414 1.4054 2.8789
H1 -0.7295 2.4084 2.9434
H2 0.5055 1.4622 3.1106
H3 0.9899 -2.5845 1.1850
H4 2.6292 -0.7538 -2.3527
H5 1.2822 -0.8346 -3.5485
H6 1.5642 -1.9134 -2.2506
H7 -1.1417 0.7843 3.6208
H8 -2.6784 2.5341 0.0800
H9 -2.0614 -0.2395 1.0931
H10 1.7418 -0.4693 0.3167
H11 0.4313 0.6519 -1.8463
H12 -0.4064 -0.9322 -1.8658
H13 -1.1781 3.1794 0.4399
H14 0.9539 -2.9786 -0.4968
H15 -1.4600 1.9368 -0.9147
H16 -0.5053 -2.4996 0.2607

Atom charges from the Löwdin analysis, given in e for atoms 1 to 8:
1. Si 0.778
2. C -0.247
3. C -0.270
4. C -0.180
5. C -0.345
6. C -0.142
7. C -0.243
8. H -0.030

***

[8]
DFT (the ωB97M-V functional and the def2-TZVPD basis) results for a single C6H16Si2 molecule at a distorted geometry.

Summary:
Total charge: 0
Orbital gap, hartree: 0.341
SMILES: C/C([SiH3])=C(/C)[SiH](C)C
HOMO energy, Eh: -0.31912
LUMO, eV: 0.5996
Multiplicity: 1

Geometry (Å):
Si1 -1.4040 -0.2952 0.0981
Si2 3.4106 -0.0692 -0.4140
C1 1.4717 0.7091 1.6506
C2 0.5995 -0.7044 -1.8097
C3 0.4612 -0.1924 -0.4328
C4 -2.2148 0.9966 1.3776
C5 1.5727 0.0094 0.3645
C6 -3.0472 -0.6167 -0.9635
H1 0.5941 0.4021 2.3778
H2 -1.1381 -1.6266 0.8923
H3 -3.0382 -1.5651 -1.4616
H4 0.9616 0.0627 -2.4471
H5 -0.3137 -1.1762 -2.2238
H6 -2.5566 1.8131 0.8331
H7 1.4111 -1.4471 -1.9119
H8 1.1971 1.7840 1.5657
H9 3.5764 1.1641 -1.2017
H10 4.3782 -0.0794 0.6887
H11 -3.9688 -0.5850 -0.3519
H12 2.4117 0.5641 2.2481
H13 -3.1931 0.2590 -1.5736
H14 -3.0149 0.4541 1.9134
H15 3.4236 -1.2916 -1.3301
H16 -1.5802 1.4305 2.1117

Atom charges from the Löwdin analysis, given in e for atoms 1 to 8:
1. Si 0.724
2. Si 0.709
3. C -0.192
4. C -0.187
5. C -0.415
6. C -0.214
7. C -0.446
8. C -0.216

***

Result set for relative energy (zero: lowest compared OMol25 entry of this formula, charge and spin): 213.15, 71.27, 211.28, 0.00, 0.00, 47.75, 340.30, 69.09 kJ/mol, one per record in the order listed.